Record 1
Molecular formula: C56H122F18N7O22S6
Method: DFT, wB97M-V/def2-TZVPD

* net charge: +1
* HOMO: -8.37 eV
* orbital gap: 5.931 eV
* 2S+1: 1

The geometry in XYZ format:
```
231
Properties=species:S:1:pos:R:3:mulliken_charge:R:1
C -2.568 27.709 -13.862 -0.872
C -2.244 26.766 -12.692 1.947
C -2.771 25.358 -12.804 0.637
O -2.157 24.604 -11.783 0.976
C -2.283 23.208 -11.879 -1.506
N -0.730 26.643 -12.603 1.439
H -0.329 26.288 -13.459 -0.218
H -0.399 27.587 -12.461 -0.399
H -0.331 26.059 -11.883 0.088
H -2.230 28.735 -13.715 -0.273
H -3.641 27.805 -14.026 -0.080
H -2.164 27.321 -14.797 0.243
H -2.478 27.097 -11.680 -1.216
H -2.566 24.939 -13.789 -0.168
H -3.840 25.326 -12.598 -0.322
H -1.760 22.762 -11.034 0.175
H -1.744 22.781 -12.725 0.099
H -3.300 22.816 -11.904 -0.004
C -1.568 24.431 -8.029 -1.354
C -3.062 24.713 -7.779 0.551
C -4.110 24.015 -8.724 0.397
O -4.256 22.607 -8.580 -0.502
C -5.311 22.115 -9.384 -0.258
N -3.496 24.423 -6.343 0.018
H -3.705 25.291 -5.870 0.377
H -4.411 24.003 -6.266 0.334
H -2.773 23.976 -5.798 0.369
H -1.276 24.801 -9.012 -0.199
H -1.475 23.346 -7.987 0.615
H -0.881 24.920 -7.338 0.493
H -3.137 25.793 -7.907 -0.242
H -3.778 24.156 -9.753 -0.665
H -5.099 24.449 -8.575 0.542
H -5.375 21.029 -9.316 0.146
H -5.235 22.422 -10.428 -0.179
H -6.261 22.561 -9.093 0.366
C -0.572 19.540 -13.793 -1.390
C 0.047 18.228 -13.358 0.273
C -0.099 17.068 -14.427 -0.891
O 0.439 15.862 -13.850 -0.344
C 0.779 14.987 -14.981 -0.748
N 1.502 18.486 -12.983 0.125
H 1.592 19.407 -12.579 0.087
H 1.902 17.880 -12.280 0.429
H 2.109 18.515 -13.789 0.449
H -0.461 20.310 -13.029 0.331
H -1.647 19.455 -13.954 0.307
H -0.229 19.848 -14.780 0.494
H -0.381 17.860 -12.426 0.303
H 0.378 17.242 -15.391 0.507
H -1.173 17.002 -14.598 0.370
H -0.090 14.935 -15.638 0.321
H 1.042 14.093 -14.415 0.262
H 1.639 15.355 -15.540 0.317
C -3.940 26.538 -18.674 -1.028
N -4.735 25.399 -18.087 0.911
C -3.778 24.706 -17.132 -0.351
C -5.862 25.986 -17.284 -1.157
C -5.326 24.395 -19.080 -0.455
C -5.711 24.972 -20.482 -0.686
O -6.890 25.719 -20.226 -0.497
H -4.634 27.164 -19.235 0.391
H -3.165 26.154 -19.336 0.448
H -3.473 27.090 -17.858 0.250
H -4.312 23.917 -16.600 -0.087
H -3.366 25.449 -16.448 -0.288
H -2.951 24.304 -17.717 0.660
H -5.423 26.691 -16.579 0.315
H -6.538 25.319 -16.749 0.307
H -6.442 26.662 -17.912 0.419
H -6.192 23.916 -18.624 0.300
H -4.538 23.662 -19.254 0.374
H -5.978 24.215 -21.221 0.434
H -4.955 25.607 -20.944 0.331
H -7.309 25.974 -21.051 0.309
C -2.750 36.413 -14.811 -1.001
C -2.351 36.558 -13.339 -0.764
C -2.181 35.209 -12.556 -0.682
C -1.419 34.124 -13.334 -0.443
N -1.372 32.734 -12.613 1.074
C -0.666 31.714 -13.609 -0.585
C -1.796 31.395 -14.625 -1.733
C -3.060 31.475 -13.924 1.433
C -2.801 32.112 -12.555 -0.121
C -0.640 32.757 -11.258 -0.205
C 0.880 32.997 -11.330 -0.194
C 1.485 32.721 -9.978 -1.343
H -3.161 35.418 -14.978 0.289
H -1.885 36.745 -15.385 0.254
H -3.588 37.084 -14.999 0.350
H -2.922 37.275 -12.750 0.468
H -1.401 37.080 -13.229 0.414
H -3.145 34.796 -12.259 0.249
H -1.773 35.253 -11.547 0.378
H -0.441 34.505 -13.627 0.514
H -1.915 33.895 -14.277 0.120
H -0.229 30.806 -13.193 0.051
H 0.247 32.193 -13.963 0.670
H -1.643 30.412 -15.070 0.562
H -1.845 32.210 -15.347 0.450
H -3.384 30.467 -13.666 -1.028
H -3.822 31.980 -14.518 0.391
H -2.823 31.303 -11.825 -0.384
H -3.564 32.836 -12.267 0.194
H -0.817 31.791 -10.786 -0.435
H -1.159 33.542 -10.708 0.731
H 1.180 33.996 -11.648 0.291
H 1.366 32.351 -12.060 0.272
H 2.568 32.818 -9.890 0.416
H 1.211 31.681 -9.801 0.241
H 1.000 33.318 -9.206 0.339
C -4.729 21.694 -14.622 -0.299
C -6.134 21.718 -15.328 -0.167
C -6.872 20.332 -15.278 -0.493
C -7.677 20.098 -14.054 -0.343
N -8.517 18.763 -14.255 0.747
C -7.781 17.467 -14.841 -0.724
C -8.515 16.277 -14.263 -0.742
C -9.238 16.654 -12.965 -0.842
C -8.976 18.191 -12.877 -0.178
C -9.685 19.031 -15.216 -1.241
C -10.544 20.320 -14.969 -0.197
C -11.853 20.354 -15.725 -1.404
H -4.038 21.226 -15.324 0.467
H -4.781 21.118 -13.697 0.182
H -4.325 22.658 -14.313 -0.476
H -5.929 21.998 -16.362 0.109
H -6.824 22.490 -14.988 0.100
H -6.168 19.510 -15.408 0.304
H -7.518 20.239 -16.151 0.414
H -8.421 20.860 -13.822 0.170
H -7.036 20.028 -13.175 -0.054
H -7.827 17.434 -15.930 0.410
H -6.755 17.586 -14.494 0.443
H -9.319 16.016 -14.951 0.411
H -7.904 15.377 -14.336 0.439
H -10.273 16.314 -13.012 0.318
H -8.887 16.101 -12.093 0.366
H -9.837 18.776 -12.556 0.535
H -8.151 18.318 -12.176 -0.069
H -10.338 18.160 -15.162 0.733
H -9.492 19.089 -16.287 0.437
H -9.898 21.090 -15.390 0.101
H -10.666 20.653 -13.938 0.434
H -12.670 20.715 -15.100 0.324
H -12.148 19.448 -16.253 0.375
H -11.854 21.092 -16.527 0.365
C -8.067 32.767 -7.038 -1.360
C -8.437 32.273 -8.420 -0.688
C -7.565 31.150 -8.983 0.230
C -8.289 30.682 -10.269 -1.710
N -7.467 29.616 -11.080 0.918
C -6.157 30.284 -11.680 0.124
C -6.389 30.223 -13.135 0.535
C -7.848 29.999 -13.440 -1.164
C -8.324 29.122 -12.261 -0.412
C -7.168 28.410 -10.112 -0.975
C -8.331 27.740 -9.435 -0.761
C -7.803 26.627 -8.526 -1.435
H -8.325 31.960 -6.352 0.359
H -8.571 33.695 -6.769 0.377
H -6.986 32.807 -6.904 0.333
H -8.418 33.079 -9.153 0.389
H -9.469 31.925 -8.461 0.354
H -7.686 30.371 -8.231 0.155
H -6.511 31.421 -9.034 0.344
H -8.479 31.530 -10.927 0.710
H -9.236 30.306 -9.880 0.522
H -5.251 29.784 -11.340 -0.672
H -6.080 31.281 -11.246 0.284
H -5.862 29.352 -13.524 -0.485
H -5.929 31.149 -13.480 0.470
H -8.148 29.550 -14.386 0.480
H -8.350 30.964 -13.505 0.395
H -8.058 28.072 -12.380 0.268
H -9.387 29.281 -12.077 0.364
H -6.496 28.757 -9.328 0.725
H -6.569 27.728 -10.715 0.294
H -8.981 27.456 -10.262 0.374
H -8.815 28.536 -8.869 0.590
H -7.703 25.667 -9.033 0.189
H -8.575 26.289 -7.835 0.503
H -7.002 26.895 -7.837 0.345
C -7.041 24.932 -12.177 0.366
F -7.692 23.886 -12.709 -0.196
F -7.894 25.617 -11.420 -0.229
F -6.008 24.534 -11.417 -0.010
S -6.377 26.057 -13.539 1.121
O -5.478 26.986 -12.827 -0.688
O -5.720 25.109 -14.450 -0.260
O -7.470 26.750 -14.262 -0.734
C -5.402 17.905 -10.799 0.498
F -6.404 18.738 -10.355 -0.233
F -5.275 16.839 -9.957 -0.222
F -5.835 17.490 -12.025 -0.220
S -3.728 18.896 -10.912 1.116
O -2.912 18.256 -11.937 -0.554
O -4.132 20.263 -11.347 -0.514
O -3.197 18.879 -9.517 -0.735
C 1.703 28.772 -15.204 0.590
F 1.737 27.600 -15.764 -0.142
F 2.185 29.716 -16.051 -0.270
F 0.400 29.083 -14.987 -0.305
S 2.633 28.690 -13.504 1.025
O 3.763 27.760 -13.677 -0.661
O 3.099 30.066 -13.201 -0.704
O 1.636 28.204 -12.537 -0.647
C 0.037 22.898 -15.979 0.371
F -0.005 22.516 -17.228 -0.246
F -1.135 22.698 -15.351 0.040
F 0.973 22.239 -15.368 -0.203
S 0.539 24.756 -16.008 0.971
O -0.749 25.408 -16.284 -0.531
O 1.042 24.942 -14.642 -0.645
O 1.487 24.984 -17.129 -0.635
C 1.504 23.314 -10.494 0.423
F 1.034 22.771 -9.368 -0.250
F 0.627 23.621 -11.474 -0.036
F 2.166 24.431 -10.095 -0.207
S 2.659 21.956 -11.283 1.175
O 3.503 21.530 -10.187 -0.719
O 1.752 20.881 -11.711 -0.878
O 3.419 22.647 -12.336 -0.652
C -2.855 28.620 -9.202 0.288
F -3.457 29.836 -9.199 -0.243
F -2.790 28.182 -8.006 -0.235
F -3.609 27.810 -9.992 0.035
S -1.043 28.789 -9.781 1.109
O -1.093 29.223 -11.186 -0.707
O -0.544 29.814 -8.911 -0.640
O -0.472 27.464 -9.550 -0.589
```

***

Record 2
Molecular formula: C6H12O
Method: DFT, wB97M-V/def2-TZVPD

* net charge: 0
* HOMO (alpha / beta): -8.00 / -6.56 eV
* orbital gap (alpha / beta): 9.003 / 7.271 eV
* 2S+1: 1

The geometry in XYZ format:
```
19
Properties=species:S:1:pos:R:3:nbo_charge:R:1
C 2.850 0.180 0.425 -0.702
C 1.668 0.984 0.007 0.132
O 0.433 0.584 0.089 -0.498
C 0.065 -0.690 -0.469 -0.056
C -1.436 -0.347 1.282 -0.287
C -1.437 -0.655 -0.167 -0.327
C -2.140 0.427 -0.984 -0.604
H 2.717 -0.898 0.295 0.212
H 3.052 0.367 1.493 0.211
H 3.735 0.489 -0.142 0.226
H 0.396 -0.714 -1.521 0.182
H 1.741 2.067 -0.051 0.152
H 0.546 -1.499 0.091 0.175
H -2.117 0.418 1.643 0.173
H -1.270 -1.190 1.955 0.167
H -1.844 -1.646 -0.417 0.211
H -1.919 0.357 -2.056 0.206
H -3.222 0.352 -0.842 0.209
H -1.817 1.413 -0.632 0.219
```

***

| no. | calculated total energy (eV) |
| --- | --- |
| 1 | -229439.752 |
| 2 | -8459.787 |